Formula: C33H33AsN4OReS4Si
Source: the OMol25 dataset
Level of theory: ωB97M-V with the def2-TZVPD basis set

* energy above the lowest of the compared OMol25 structures with the same formula, charge and spin: 9.4 kcal per mole
* multiplicity: 4
* frontier orbital gap (spin up / spin down): 7.64 / 6.01 eV
* HOMO energy (spin up / spin down): -0.28973 / -0.29119 Ha

CARTESIAN COORDINATES (ANGSTROEM)
Re: -0.2846 0.8801 0.2483
S: -1.1740 1.1170 -2.0228
C: -2.8811 1.2482 -1.7827
C: -3.6316 1.5813 -2.9452
N: -4.2006 1.8501 -3.9080
C: -3.4804 1.0192 -0.5857
S: -2.5857 0.5763 0.8299
C: -4.8911 1.1312 -0.4412
N: -6.0283 1.2400 -0.3063
C: 3.5101 0.1134 -0.7311
C: 2.9484 1.5025 -0.7297
C: 3.7536 2.5674 -1.0898
C: 3.2473 3.8641 -1.0388
C: 1.9591 4.0880 -0.6184
C: 1.1797 2.9831 -0.2456
N: 1.6826 1.7173 -0.3377
N: -0.0866 2.9615 0.2094
Si: -1.0049 4.4086 0.6009
C: -0.0718 5.4069 1.9019
C: -2.6762 3.9429 1.3162
C: -1.2513 5.4085 -0.9847
H: 4.4790 0.1121 -0.2320
H: 3.6642 -0.2397 -1.7512
H: 2.8530 -0.5832 -0.2229
H: 4.7705 2.3778 -1.4021
H: 3.8785 4.6996 -1.3128
H: 1.5338 5.0787 -0.5808
H: -0.0034 4.8542 2.8405
H: -0.6054 6.3398 2.0978
H: 0.9438 5.6608 1.5956
H: -2.5940 3.1580 2.0675
H: -3.3831 3.6098 0.5552
H: -3.1121 4.8207 1.7997
H: -0.4028 6.0636 -1.1902
H: -2.1376 6.0398 -0.8942
H: -1.3901 4.7639 -1.8548
C: -1.4756 -0.7922 3.5733
O: -0.2348 -0.6550 4.2626
C: 0.6419 0.2681 3.8901
S: 2.0036 0.4798 4.7887
S: 0.3697 1.3788 2.5812
H: -2.0867 -1.4531 4.1817
H: -1.3213 -1.2370 2.5884
H: -1.9715 0.1715 3.4582
C: 2.3872 -2.7181 -4.1597
C: 2.3094 -3.6258 -3.1137
C: 1.7004 -3.2672 -1.9211
C: 1.1685 -1.9917 -1.7638
C: 1.2965 -1.0725 -2.7985
C: 1.8880 -1.4347 -3.9998
As: 0.1436 -1.5568 -0.1471
C: 1.0874 -2.5931 1.2054
C: 2.0036 -1.9449 2.0277
C: 2.6820 -2.6453 3.0137
C: 2.4305 -3.9950 3.2003
C: 1.5185 -4.6495 2.3846
C: 0.8552 -3.9561 1.3859
C: -1.4100 -2.6684 -0.5168
C: -1.8155 -2.8503 -1.8358
C: -2.9373 -3.6131 -2.1235
C: -3.6687 -4.1850 -1.0935
C: -3.2863 -3.9835 0.2251
C: -2.1653 -3.2219 0.5129
H: 2.8396 -3.0075 -5.0994
H: 2.7311 -4.6158 -3.2303
H: 1.6487 -3.9840 -1.1100
H: 0.9419 -0.0626 -2.6742
H: 1.9561 -0.7148 -4.8048
H: 2.1846 -0.8831 1.9039
H: 3.3907 -2.1288 3.6449
H: 2.9419 -4.5394 3.9833
H: 1.3215 -5.7045 2.5249
H: 0.1567 -4.4747 0.7412
H: -1.2503 -2.3961 -2.6401
H: -3.2357 -3.7592 -3.1532
H: -4.5338 -4.7945 -1.3197
H: -3.8642 -4.4199 1.0291
H: -1.8687 -3.0666 1.5441